Entry 1:
{
  "formula": "C8H18ClHfIO3P",
  "method": "ωB97M-V/def2-TZVPD",
  "homo_energy_ev": -19.5969,
  "total_charge": 3,
  "multiplicity": 1,
  "species": ["C", "C", "H", "H", "H", "O", "I", "Hf", "P", "C", "C", "H", "H", "H", "C", "H", "H", "H", "H", "H", "H", "C", "O", "Cl", "C", "C", "O", "H", "H", "H", "H", "H", "H"],
  "coordinates": [[-3.49446, 2.31871, -4.36129], [-3.65114, 0.90361, -4.02418], [-4.21697, 2.58236, -5.16621], [-2.46060, 2.43076, -4.73846], [-3.65496, 2.95648, -3.46779], [-4.24362, 0.01132, -3.55661], [-2.58087, 1.38915, 0.14256], [-0.07026, 0.62264, 0.38487], [1.50520, -1.06868, -0.74399], [1.63448, -2.79900, -0.32282], [1.34738, -0.94379, -2.53827], [3.15284, 0.67211, -0.22354], [3.76418, -0.67001, -1.27248], [3.55491, -0.92781, 0.50818], [3.16107, -0.41947, -0.38723], [1.10095, 0.08740, -2.83791], [2.33560, -1.23075, -2.91615], [2.27457, -3.25479, -1.10085], [0.63134, -3.26260, -0.30322], [0.56154, -1.63900, -2.86471], [2.11086, -2.87851, 0.67300], [-0.95030, -1.43545, 0.83302], [-1.61724, -2.38375, 0.98230], [1.00743, 2.80550, 0.17357], [-0.50835, 0.37478, 4.88878], [-0.07090, 1.27846, 3.74530], [0.35579, 0.47063, 2.59293], [-1.23332, -0.39372, 4.57695], [-0.97133, 1.03519, 5.63041], [0.33543, -0.11301, 5.40940], [-0.81811, 1.98724, 3.35728], [0.84085, 1.82746, 4.00984], [0.86798, -0.33346, 2.91732]],
  "mulliken_charge": [-0.569, 0.626, 0.348, 0.337, 0.316, -0.063, -0.063, 0.537, 1.027, -1.160, -1.205, 0.406, 0.403, 0.405, -1.159, 0.405, 0.431, 0.388, 0.400, 0.358, 0.411, 0.481, -0.099, -0.316, -1.198, -0.128, -0.427, 0.339, 0.369, 0.437, 0.316, 0.278, 0.367]
}

Entry 2:
{
  "formula": "C2H9NS2",
  "method": "ωB97M-V/def2-TZVPD",
  "homo_energy_ev": -9.1193,
  "e_above_lowest_kcal_mol": 13.86,
  "multiplicity": 1,
  "species": ["C", "N", "H", "H", "H", "H", "H", "C", "S", "S", "H", "H", "H", "H"],
  "coordinates": [[-0.43786, 0.87284, 2.50149], [0.79903, 1.64081, 2.48199], [-0.26938, -0.18293, 2.26461], [-0.94474, 0.89358, 3.47237], [-1.16732, 1.20877, 1.76715], [0.88190, 2.19125, 1.64903], [1.58384, 1.03334, 2.61869], [0.90099, -1.69741, -0.06585], [-0.64839, -1.14039, -0.87094], [-0.10578, 0.58989, -1.82565], [0.91667, -1.33088, 0.95382], [0.90567, -2.78340, -0.02220], [1.70170, -1.39923, -0.73302], [-0.54568, 1.44654, -0.88997]],
  "mulliken_charge": [-0.445, -0.532, 0.039, 0.270, 0.206, 0.248, 0.237, -0.649, -0.056, -0.177, 0.126, 0.304, 0.306, 0.123]
}

Entry 3:
{
  "formula": "C4H11N3O",
  "method": "ωB97M-V/def2-TZVPD",
  "homo_energy_ev": -7.7015,
  "e_above_lowest_kcal_mol": 100.74,
  "multiplicity": 1,
  "species": ["C", "C", "N", "N", "N", "C", "C", "O", "H", "H", "H", "H", "H", "H", "H", "H", "H", "H", "H"],
  "coordinates": [[-0.13646, -0.39875, -0.76558], [-1.79311, 0.69969, 1.06482], [0.65879, -1.15209, 0.01132], [-3.07878, 0.54254, 0.44674], [2.45184, 0.74296, -1.35536], [1.91890, -0.73242, 0.48389], [2.70472, 0.16219, -0.13350], [-1.13040, -1.07948, -1.36038], [-1.41138, -1.86801, -0.85170], [0.24775, -1.93740, 0.53023], [-0.85116, 0.79525, 0.17810], [-2.99568, -0.01239, -0.40084], [-3.47355, 1.44070, 0.18041], [1.49001, 0.62851, -1.66953], [2.86962, 1.64240, -1.52696], [-1.49201, -0.22196, 1.56611], [-1.82785, 1.46919, 1.83371], [2.23577, -1.19540, 1.40474], [3.61299, 0.47446, 0.36375]],
  "mulliken_charge": [-0.667, -0.545, -0.028, -0.563, -0.473, -0.441, -0.026, -0.410, 0.293, 0.297, 0.350, 0.247, 0.230, 0.328, 0.238, 0.189, 0.356, 0.302, 0.319]
}

Entry 4:
{
  "formula": "C32H25BrF4IrN2PS2",
  "method": "ωB97M-V/def2-TZVPD",
  "homo_energy_ev": [-11.1045, -11.0296],
  "total_charge": 1,
  "e_above_lowest_kcal_mol": 39.32,
  "multiplicity": 2,
  "species": ["Ir", "C", "C", "C", "C", "C", "C", "C", "C", "C", "C", "H", "H", "H", "H", "H", "H", "H", "H", "H", "H", "H", "H", "H", "H", "H", "S", "C", "S", "C", "C", "N", "C", "N", "F", "C", "C", "F", "C", "F", "C", "P", "C", "C", "C", "C", "C", "C", "C", "C", "C", "C", "C", "C", "C", "Br", "C", "F", "H", "H", "H", "H", "H", "H", "H", "H", "H", "H"],
  "coordinates": [[0.19520, -0.98789, 0.16100], [-0.24585, -3.48800, -0.48441], [0.09883, -2.65948, -1.56198], [-0.87875, -1.59780, -1.62561], [-1.83848, -1.82363, -0.56566], [-1.44766, -2.99590, 0.10953], [-2.17317, -3.65412, 1.21548], [-3.14120, -1.10889, -0.39153], [-1.11077, -0.72039, -2.82048], [1.18546, -2.86877, -2.55140], [0.47858, -4.70640, -0.05431], [-2.74596, -4.49813, 0.81744], [-2.86800, -2.97636, 1.70697], [-1.48225, -4.05244, 1.96029], [-3.92712, -1.61097, -0.96379], [-3.08444, -0.08601, -0.73580], [-3.45010, -1.09765, 0.65348], [-0.21069, -0.18040, -3.11414], [-1.90485, -0.00126, -2.63114], [-1.41617, -1.33576, -3.67169], [0.86948, -3.62722, -3.27430], [2.09721, -3.22959, -2.07594], [1.40883, -1.95349, -3.09881], [0.00622, -5.58872, -0.49752], [0.43757, -4.82665, 1.02981], [1.52062, -4.68648, -0.36888], [0.39281, -2.03615, 2.32550], [1.97513, -2.56572, 1.90361], [2.40985, -1.98066, 0.34130], [2.76343, -3.33726, 2.68387], [2.26867, -3.83228, 3.93557], [1.85058, -4.25237, 4.92149], [4.08647, -3.67855, 2.25077], [5.14897, -3.95041, 1.90414], [2.89498, 5.62636, 3.45288], [2.33011, 4.64485, 2.77474], [1.29499, 4.91207, 1.90491], [0.86375, 6.15509, 1.74124], [0.71198, 3.88073, 1.20128], [-0.27602, 4.22200, 0.36784], [1.11882, 2.55250, 1.33061], [0.20638, 1.35942, 0.26174], [0.77239, 1.82902, -1.39693], [1.83262, 1.07605, -1.91661], [2.36165, 1.37604, -3.16321], [1.83095, 2.42460, -3.90252], [0.77401, 3.16798, -3.39449], [0.24474, 2.88055, -2.14450], [-1.50013, 1.89206, 0.54209], [-1.91746, 2.05192, 1.86337], [-3.22700, 2.41392, 2.13725], [-4.12669, 2.60981, 1.09682], [-3.71887, 2.43313, -0.21699], [-2.41055, 2.06326, -0.49708], [2.18037, 2.30646, 2.21685], [2.90635, 0.61417, 2.51998], [2.76829, 3.34339, 2.92352], [3.76856, 3.11226, 3.76190], [2.25541, 0.26555, -1.33405], [3.18631, 0.79291, -3.55304], [2.24511, 2.66720, -4.87276], [0.35818, 3.98234, -3.97381], [-0.56979, 3.47897, -1.76395], [-1.21763, 1.89944, 2.67805], [-3.54522, 2.54916, 3.16251], [-5.14722, 2.89876, 1.31134], [-4.42008, 2.58426, -1.02801], [-2.09772, 1.92961, -1.52387]],
  "mulliken_charge": [0.860, 0.393, 0.040, 1.381, 0.655, -0.132, -1.406, -1.028, -1.019, -1.388, -1.636, 0.367, 0.340, 0.414, 0.340, -0.113, 0.454, 0.142, 0.333, 0.359, 0.387, 0.381, 0.306, 0.426, 0.325, 0.333, -0.433, 0.755, -0.480, 0.743, -0.295, -0.466, -0.183, -0.454, -0.265, 0.638, 0.411, -0.278, -0.204, -0.393, -0.230, 1.248, 0.870, -0.656, -0.627, -0.614, -0.907, -0.401, 1.183, -0.958, -0.853, -0.648, -0.502, -1.105, 0.020, 0.049, 0.221, -0.307, 0.459, 0.490, 0.414, 0.462, 0.450, 0.513, 0.490, 0.442, 0.471, 0.418]
}

Entry 5:
{
  "formula": "C5H15AsF6KNO2",
  "method": "ωB97M-V/def2-TZVPD",
  "homo_energy_ev": -10.6386,
  "e_above_lowest_kcal_mol": 2.11,
  "multiplicity": 1,
  "species": ["K", "As", "F", "F", "F", "F", "F", "F", "C", "O", "H", "H", "H", "H", "C", "C", "C", "O", "C", "N", "H", "H", "H", "H", "H", "H", "H", "H", "H", "H", "H"],
  "coordinates": [[-2.13040, -0.28970, -0.17202], [-0.68615, -3.63785, -1.85785], [-2.10944, -3.74792, -0.87683], [-0.66810, -5.32679, -2.08398], [0.71481, -3.35187, -2.81095], [-0.70644, -1.89672, -1.51863], [0.31109, -3.80900, -0.45944], [-1.66444, -3.39869, -3.25147], [-0.30813, 1.21388, -2.82805], [-1.06548, 1.72131, -1.72424], [-0.86752, 1.29083, -3.76855], [0.61738, 1.77615, -2.96087], [-0.12293, 0.15874, -2.64543], [-1.11822, 2.67625, -1.80966], [1.33499, -1.06084, 1.28058], [0.68891, 0.05551, 2.08057], [0.82157, 1.37579, 1.36458], [0.17984, 2.36709, 2.13092], [0.34858, 3.66318, 1.60955], [-0.75938, -0.23105, 2.30616], [1.10653, -2.05310, 1.66971], [2.41633, -0.93271, 1.26335], [0.96567, -1.06607, 0.24992], [1.19097, 0.17183, 3.04989], [0.35918, 1.31227, 0.36639], [1.88198, 1.61555, 1.21259], [-0.21395, 4.35784, 2.23076], [-0.04922, 3.75605, 0.58693], [1.39983, 3.96800, 1.58383], [-1.08320, 0.44679, 2.99066], [-0.78466, -1.12478, 2.79158]],
  "mulliken_charge": [0.905, 2.060, -0.500, -0.477, -0.477, -0.615, -0.462, -0.491, -0.472, -0.489, 0.300, 0.272, 0.135, 0.238, -1.339, 0.318, -0.342, -0.332, -0.650, -0.574, 0.392, 0.419, 0.247, 0.266, -0.022, 0.441, 0.267, 0.174, 0.309, 0.246, 0.254]
}